Entry 1:
Below is 2 unconnected molecules or ions with the total composition C3H2OS in a non-equilibrium geometry, with properties calculated with ωB97M-V/def2-TZVPD.

Geometry (Å):
C1 -0.33796 1.15554 -0.48482
C2 2.12609 -0.03461 0.12333
C3 3.30028 -0.31308 0.38378
O1 5.51266 0.93027 -0.16116
S1 5.00048 -0.40551 -0.06220
H1 -1.12167 1.11094 0.23878
H2 -0.56817 0.51536 -1.35289

Computed properties:
Net charge ... 0
Electronic energy ... -16015.11613 eV
Lowest unoccupied orbital energy (alpha / beta) ... -3.4 / -3.4 eV
Gap between HOMO and LUMO (alpha / beta) ... 4.89 / 5.14 eV
Highest occupied orbital energy (alpha / beta) ... -8.3291 / -8.5049 eV

=====

Entry 2:
Below is C3H2OS2 in the gas phase in a non-equilibrium geometry, with properties calculated with ωB97M-V/def2-TZVPD.

Geometry (Å):
O1 -0.07092 1.86828 0.01793
C1 0.00242 0.65261 -0.00107
C2 1.24357 -0.10779 0.43780
S1 1.79690 -1.42824 -0.20987
C3 -1.21728 -0.15255 -0.50164
S2 -1.74076 -1.50202 0.20447
H1 1.74989 0.26011 1.39414
H2 -1.76383 0.40959 -1.34176

Computed properties:
SMILES string ... O=C(C=S)C=S
Net charge ... 0
Electronic energy ... -26858.98466 eV
Lowest unoccupied orbital energy ... -1.6 eV
Gap between HOMO and LUMO ... 7.47 eV
Highest occupied orbital energy ... -9.0474 eV

=====

Energy above the lowest of the compared OMol25 structures with the same formula, charge and spin readings, ordered: 212.2, 45.7 kcal/mol